# 1
{
  "formula": "C6H15N3O2",
  "method": "ωB97M-V with the def2-TZVPD basis set",
  "de_lowest_kcal_mol": 33.94,
  "spin_multiplicity": 1,
  "e_homo_ev": -9.0,
  "lumo_ev": 0.31,
  "total_charge": 0,
  "symbols": ["H", "N", "C", "N", "N", "C", "C", "H", "H", "H", "H", "H", "H", "H", "H", "C", "C", "C", "O", "O", "H", "H", "H", "H", "H", "H"],
  "xyz": [[-3.8383, -1.4900, -0.0093], [-2.8932, -1.5920, 0.3166], [-2.3665, -0.5816, 0.8814], [-2.7443, 0.8052, 0.6335], [-1.0627, -0.6484, 1.3695], [-0.2017, -1.5451, 0.6209], [-0.2174, -2.9064, 1.3491], [-2.1433, 1.0818, -0.1194], [-3.7065, 1.0361, 0.4784], [-0.5192, 0.1932, 1.5492], [0.8149, -1.0928, 0.6970], [-0.2708, -1.7426, -0.5070], [0.2820, -2.6151, 2.2720], [0.3438, -3.6389, 0.7712], [-1.2534, -3.1447, 1.6880], [2.6666, 0.6257, -0.4895], [2.0440, 2.0169, -0.6010], [1.1857, 2.4606, -1.8750], [1.1834, 3.6606, -2.0812], [0.4151, 1.5316, -2.3711], [3.6169, 0.3757, -0.9136], [1.9221, -0.1592, -0.7993], [2.8406, 0.2161, 0.5478], [1.1905, 2.3134, 0.1533], [2.8906, 2.7779, -0.5185], [-0.1790, 2.0621, -3.0430]]
}



# 2
{
  "formula": "C28H46N8O2PSTi",
  "method": "ωB97M-V with the def2-TZVPD basis set",
  "de_lowest_kcal_mol": 15.99,
  "spin_multiplicity": 1,
  "e_homo_ev": -16.2,
  "lumo_ev": -10.21,
  "total_charge": 3,
  "symbols": ["Ti", "C", "C", "N", "N", "C", "N", "S", "C", "C", "C", "C", "C", "N", "H", "H", "H", "H", "H", "H", "H", "H", "H", "N", "C", "C", "C", "C", "N", "C", "N", "N", "C", "O", "O", "H", "H", "H", "H", "H", "H", "H", "H", "H", "H", "H", "H", "H", "H", "C", "C", "C", "C", "P", "C", "C", "C", "C", "C", "C", "C", "C", "C", "C", "H", "H", "H", "H", "H", "H", "H", "H", "H", "H", "H", "H", "H", "H", "H", "H", "H", "H", "H", "H", "H", "H", "H"],
  "xyz": [[-0.0666, 1.1271, -0.4857], [2.1923, 4.2868, -2.3464], [1.6952, 3.0478, -1.7532], [0.3782, 2.7953, -1.4849], [-0.5982, 3.6963, -1.8797], [-1.8112, 3.4910, -1.4542], [-2.8081, 4.2644, -1.9311], [-2.3048, 2.2178, -0.3638], [2.5152, 1.9203, -1.5082], [3.8928, 1.9611, -1.5853], [4.6181, 0.7922, -1.3873], [3.9393, -0.4270, -1.1913], [2.5376, -0.4331, -1.1006], [1.8463, 0.7649, -1.1723], [1.3403, 4.8947, -2.6916], [2.8980, 4.0017, -3.1306], [2.7770, 4.8832, -1.6121], [-2.5653, 5.0973, -2.4707], [-3.7351, 4.1557, -1.5099], [4.3761, 2.9211, -1.8135], [5.7237, 0.8335, -1.3659], [4.4531, -1.3932, -1.1032], [1.9305, -1.3217, -0.9771], [-3.3446, -0.6860, -2.3934], [-2.5436, -1.8426, -2.4052], [-3.1192, -3.0446, -1.6341], [-2.3282, -4.3841, -1.8067], [-2.3529, -4.9688, -3.2685], [-1.2770, -4.3920, -4.0702], [-1.2206, -4.3371, -5.4065], [-1.9172, -5.1826, -6.1850], [-0.4608, -3.3841, -5.9575], [-1.0933, -1.4969, -1.9918], [-0.1997, -2.2783, -2.3644], [-0.8709, -0.3452, -1.3498], [-3.4682, -0.2510, -1.4766], [-4.1995, -0.7255, -2.9331], [-2.4468, -2.2104, -3.4445], [-4.1343, -3.2310, -2.0018], [-3.1910, -2.8352, -0.5745], [-2.8348, -5.1365, -1.2143], [-1.2796, -4.2980, -1.4882], [-3.3129, -4.8250, -3.7607], [-2.1849, -6.0455, -3.2006], [-0.6999, -3.7026, -3.6061], [-2.4138, -6.0121, -5.8374], [-1.8818, -5.0895, -7.2122], [0.0971, -2.7871, -5.3919], [-0.2968, -3.3491, -6.9467], [-1.7574, -0.9046, 2.6482], [-1.2170, 0.3776, 3.3697], [-2.3669, 1.3739, 3.4253], [-0.7968, -0.0397, 4.7877], [0.1709, 1.0958, 2.3106], [1.5313, -0.0985, 2.7363], [1.5426, -1.3047, 2.0198], [2.6093, -2.2023, 2.1762], [3.5954, -1.9491, 3.1337], [3.5183, -0.8313, 3.9213], [2.4588, 0.0866, 3.7601], [0.7606, 2.8251, 3.0471], [0.6102, 2.9966, 4.5734], [2.1912, 2.9774, 2.5941], [-0.1353, 3.8808, 2.4111], [-2.7079, -1.1734, 3.1567], [-1.0781, -1.7610, 2.6794], [-2.0368, -0.7442, 1.5680], [-3.2401, 0.8564, 3.8724], [-2.6196, 1.7916, 2.4492], [-2.1413, 2.2320, 4.0436], [-1.6609, -0.5753, 5.2569], [-0.4942, 0.8281, 5.4027], [0.0449, -0.7425, 4.7608], [0.6976, -1.5144, 1.3756], [2.6446, -3.1022, 1.5364], [4.4551, -2.6395, 3.1949], [4.2615, -0.5719, 4.7053], [2.4516, 0.9539, 4.3550], [1.3752, 2.3863, 5.1039], [-0.3993, 2.7615, 4.9472], [0.8649, 4.0506, 4.8008], [2.9456, 2.6575, 3.3455], [2.3411, 4.0775, 2.4280], [2.4305, 2.5629, 1.6129], [-1.2106, 3.7574, 2.5979], [-0.0050, 3.9661, 1.3212], [0.1172, 4.9230, 2.8111]]
}



# 3
{
  "formula": "C8H8",
  "method": "ωB97M-V with the def2-TZVPD basis set",
  "de_lowest_kcal_mol": 118.83,
  "spin_multiplicity": 1,
  "e_homo_ev": -8.2,
  "lumo_ev": 1.23,
  "total_charge": 0,
  "symbols": ["C", "C", "C", "C", "C", "C", "C", "C", "H", "H", "H", "H", "H", "H", "H", "H"],
  "xyz": [[1.1917, 1.2958, -0.7271], [1.2394, 1.3147, 0.6160], [1.0099, -1.2916, -0.5383], [1.1379, -1.2619, 0.7620], [-1.1297, -0.0436, -0.8105], [-1.1382, -0.0836, 0.6911], [0.3614, 0.0258, -0.8395], [0.4383, 0.0660, 0.8253], [1.4313, 2.1732, -1.4713], [1.5449, 1.9858, 1.3444], [1.0039, -2.0152, -1.3140], [1.6051, -1.9125, 1.5869], [-1.4533, -1.0180, -1.2136], [-1.4367, 0.9014, -1.2803], [-1.5889, 0.7963, 1.1831], [-1.5869, -0.9228, 1.2144]]
}



# 4
{
  "formula": "C2H3BrO2",
  "method": "ωB97M-V with the def2-TZVPD basis set",
  "de_lowest_kcal_mol": 153.68,
  "spin_multiplicity": 1,
  "e_homo_ev": [-8.7, -8.7],
  "lumo_ev": [-3.01, -3.01],
  "total_charge": 0,
  "symbols": ["C", "C", "O", "O", "Br", "H", "H", "H"],
  "xyz": [[1.4098, 0.1828, 0.0338], [0.3186, -0.5850, 0.0067], [-2.2511, -0.6799, 0.0200], [-0.5188, -1.3686, -0.1905], [3.6802, -0.5311, 0.0657], [1.6101, 0.4177, -0.9831], [1.3966, 1.0137, 0.7345], [-2.6791, -1.1626, -0.5950]]
}



# 5
{
  "formula": "C4H10NO",
  "method": "ωB97M-V with the def2-TZVPD basis set",
  "de_lowest_kcal_mol": 25.38,
  "spin_multiplicity": 1,
  "e_homo_ev": -2.0,
  "lumo_ev": 3.97,
  "total_charge": -1,
  "symbols": ["C", "N", "C", "C", "C", "O", "H", "H", "H", "H", "H", "H", "H", "H", "H", "H"],
  "xyz": [[-1.9903, 0.7073, 0.3695], [-1.0580, -0.3431, -0.0738], [0.3119, -0.1355, 0.3445], [1.0710, 0.9639, -0.5157], [1.2307, -1.5386, 0.1557], [2.3419, -1.4326, 0.8534], [-1.8840, 0.7606, 1.4572], [-1.8888, 1.6851, -0.1321], [-2.9881, 0.3825, 0.0507], [-1.2001, -0.5697, -1.0472], [0.3809, 0.0407, 1.4207], [2.0381, 0.5138, -0.7027], [1.0332, 1.9720, -0.1299], [0.6245, 0.9082, -1.5199], [1.4334, -1.5601, -0.9509], [0.5436, -2.3545, 0.4203]]
}



# 6
{
  "formula": "C9H16N2O3",
  "method": "ωB97M-V with the def2-TZVPD basis set",
  "de_lowest_kcal_mol": 225.89,
  "spin_multiplicity": 1,
  "e_homo_ev": -9.2,
  "lumo_ev": 0.46,
  "total_charge": 0,
  "symbols": ["C", "N", "C", "C", "N", "C", "O", "C", "C", "C", "O", "O", "C", "C", "H", "H", "H", "H", "H", "H", "H", "H", "H", "H", "H", "H", "H", "H", "H", "H"],
  "xyz": [[-3.6391, 0.0786, 1.5189], [-2.2266, 0.0337, 0.8254], [-2.0579, -0.9085, -0.1869], [-0.6936, -1.3618, -0.5640], [-0.1421, 0.0145, -0.5768], [1.1472, 0.1836, -0.4206], [1.6952, 1.4520, -0.8730], [2.0579, -0.8831, -0.4513], [3.4937, -0.5281, -0.7100], [4.2884, 0.1824, 0.6018], [5.0878, -0.4537, 1.1223], [3.8016, 1.3092, 0.8960], [-0.8845, 1.3204, -0.9076], [-2.0014, 1.3953, 0.4392], [-3.6557, 0.9987, 2.1833], [-3.9799, -0.9244, 2.0005], [-4.4562, 0.2741, 0.7857], [-2.5625, -1.9630, 0.2184], [-2.7415, -0.9731, -1.1044], [-0.5671, -1.6702, -1.5198], [-0.1963, -1.6355, 0.4606], [2.0092, -1.3012, 0.6621], [1.7245, -1.5083, -1.0057], [3.7281, -0.1914, -1.6176], [4.0886, -1.6202, -0.6763], [3.1692, 1.4268, 0.2064], [-1.5334, 1.1683, -1.7280], [-0.4499, 2.1676, -0.7661], [-1.5486, 1.8858, 1.0578], [-2.9547, 2.0316, 0.1298]]
}



# 7
{
  "formula": "C23H28N4O5",
  "method": "ωB97M-V with the def2-TZVPD basis set",
  "de_lowest_kcal_mol": 152.37,
  "spin_multiplicity": 1,
  "e_homo_ev": -6.7,
  "lumo_ev": 0.21,
  "total_charge": 0,
  "symbols": ["C", "C", "O", "C", "N", "N", "C", "O", "O", "C", "C", "O", "H", "H", "H", "H", "H", "H", "H", "H", "H", "H", "C", "O", "C", "C", "C", "C", "C", "C", "C", "C", "N", "C", "C", "C", "C", "C", "C", "C", "N", "C", "H", "H", "H", "H", "H", "H", "H", "H", "H", "H", "H", "H", "H", "H", "H", "H", "H", "H"],
  "xyz": [[-5.4652, 1.7424, 1.1550], [-4.6463, 0.5303, 0.7768], [-3.3683, 1.0985, 0.3774], [-2.3008, 0.2491, 0.3398], [-1.4078, 0.8351, -0.5462], [-0.0842, 0.7752, -0.1790], [0.1591, 2.2377, 0.1233], [0.0235, 3.1265, -0.7059], [0.4275, 2.4435, 1.4018], [0.5727, 3.8771, 1.7390], [-0.0870, 4.3168, 3.0192], [-2.1947, -0.8476, 0.9044], [-6.5149, 1.5000, 1.3136], [-5.0809, 2.1783, 2.0814], [-5.3990, 2.5197, 0.3878], [-4.5534, -0.1780, 1.6172], [-5.0979, 0.0232, -0.0937], [1.6439, 4.0916, 1.7555], [0.1352, 4.4526, 0.9263], [0.3182, 5.3153, 3.2231], [-1.1660, 4.4497, 2.9023], [0.1024, 3.6827, 3.8909], [-0.4594, 1.0088, -2.9077], [-0.0383, -0.2276, -2.3233], [0.6863, -0.0693, -1.1259], [2.1319, 0.3774, -1.6300], [2.8300, 1.4436, -1.0765], [3.9112, 2.0142, -1.7775], [4.3936, 1.4291, -2.9439], [3.7757, 0.2831, -3.4397], [2.6475, -0.2337, -2.7735], [0.6245, -1.4701, -0.4784], [1.4176, -1.8274, 0.5555], [2.6049, -1.1365, 1.0256], [0.9607, -3.0366, 1.1137], [-0.1200, -3.4352, 0.3588], [-0.9735, -4.4587, 0.7894], [-0.7319, -5.0163, 2.0607], [0.3712, -4.6068, 2.8261], [1.2595, -3.6281, 2.3412], [-0.2834, -2.4558, -0.6485], [-1.2842, -2.6459, -1.6759], [-1.4856, 0.8426, -3.2497], [-0.4306, 1.8712, -2.2364], [0.2291, 1.1848, -3.7465], [2.5783, 1.8339, -0.0953], [4.3679, 2.9374, -1.4072], [5.2400, 1.8407, -3.4795], [4.1266, -0.2194, -4.3445], [2.1183, -1.1118, -3.1577], [3.0587, -1.7173, 1.8414], [3.3188, -1.0520, 0.1944], [2.3537, -0.1318, 1.3986], [-1.8130, -4.7878, 0.1707], [-1.4246, -5.7479, 2.4782], [0.5147, -5.0266, 3.8254], [2.1351, -3.2995, 2.8978], [-1.6016, -3.6905, -1.6145], [-2.1675, -2.0217, -1.4962], [-0.8590, -2.4326, -2.6597]]
}



# 8
{
  "formula": "C29H65O17Zn",
  "method": "ωB97M-V with the def2-TZVPD basis set",
  "spin_multiplicity": 1,
  "e_homo_ev": -11.1,
  "lumo_ev": -8.41,
  "total_charge": 1,
  "symbols": ["Zn", "C", "C", "O", "O", "H", "H", "H", "C", "O", "C", "C", "O", "C", "C", "O", "C", "H", "H", "H", "H", "H", "H", "H", "H", "H", "H", "H", "H", "H", "H", "C", "O", "C", "C", "O", "C", "C", "O", "C", "H", "H", "H", "H", "H", "H", "H", "H", "H", "H", "H", "H", "H", "H", "C", "O", "C", "C", "O", "C", "C", "O", "C", "H", "H", "H", "H", "H", "H", "H", "H", "H", "H", "H", "H", "H", "H", "C", "O", "C", "C", "O", "C", "C", "O", "C", "H", "H", "H", "H", "H", "H", "H", "H", "H", "H", "H", "H", "H", "H", "C", "O", "C", "O", "O", "C", "H", "H", "H", "H", "H", "H"],
  "xyz": [[-3.0377, 2.7839, -3.5762], [-1.5517, 2.2823, 0.1231], [-2.0497, 2.5517, -1.3030], [-2.8452, 1.7370, -1.8169], [-1.8784, 3.5253, -2.0320], [-2.1450, 1.4532, 0.5088], [-1.7367, 3.1385, 0.7719], [-0.4756, 2.1232, 0.1922], [1.8289, 3.0353, -2.5785], [2.6680, 1.9892, -3.0450], [2.4857, 0.7748, -2.3822], [3.6749, -0.1594, -2.5103], [4.7431, 0.2076, -1.6293], [5.7875, -0.6951, -1.4013], [6.6041, -0.1855, -0.2501], [5.8363, -0.0139, 1.0039], [5.2993, -1.1869, 1.5391], [1.9517, 3.9472, -3.1629], [2.2482, 3.3600, -1.6262], [0.7969, 2.6961, -2.4899], [1.6036, 0.3801, -2.8864], [2.1453, 0.8133, -1.3474], [3.8916, -0.3944, -3.5523], [3.2426, -1.0466, -2.0474], [6.4347, -0.6991, -2.2784], [5.4083, -1.6655, -1.0810], [7.1030, 0.6940, -0.6573], [7.3872, -0.9114, -0.0312], [4.5793, -1.0217, 2.3407], [6.0653, -1.8203, 1.9865], [4.7914, -1.8437, 0.8328], [0.0162, -8.3164, -0.4309], [0.6680, -7.2022, 0.1011], [1.9176, -6.9491, -0.4522], [2.9202, -5.9779, 0.2548], [2.7929, -4.5476, 0.1890], [1.6632, -3.9950, 0.9097], [1.3884, -2.6411, 0.4807], [0.6030, -1.8550, 1.3393], [0.2524, -0.5474, 0.7305], [-1.0230, -8.4471, -0.1291], [0.6188, -9.2170, -0.3123], [-0.1219, -8.1623, -1.5011], [1.9281, -6.6021, -1.4854], [2.4327, -7.9043, -0.5538], [3.8163, -6.1818, -0.3313], [2.9089, -6.2637, 1.3067], [1.8181, -4.0843, 1.9849], [0.7791, -4.5862, 0.6707], [0.7924, -2.6862, -0.4309], [2.2461, -2.0385, 0.1817], [-0.3843, -0.0241, 1.4438], [-0.3148, -0.7414, -0.1798], [1.1770, -0.0275, 0.4795], [-2.7837, 6.1942, 0.3837], [-1.7003, 7.1388, 0.4965], [-0.3866, 6.5930, 0.5361], [0.5439, 7.7842, 0.6439], [0.7955, 8.1472, 2.0946], [1.2999, 9.4236, 2.3167], [0.1487, 10.4289, 2.1329], [0.7028, 11.7321, 2.0899], [-0.3375, 12.6808, 2.2087], [-3.1517, 5.9131, -0.6031], [-3.6347, 6.4877, 0.9982], [-2.3218, 5.3513, 0.8978], [-0.1199, 6.0601, -0.3766], [-0.2630, 5.9557, 1.4117], [0.1415, 8.6720, 0.1561], [1.5464, 7.5222, 0.3055], [2.1519, 9.6237, 1.6670], [1.7644, 9.5424, 3.2956], [-0.4142, 10.2167, 3.0418], [-0.5014, 10.3349, 1.2630], [-0.0998, 13.6604, 1.7940], [-0.5194, 12.6466, 3.2829], [-1.2134, 12.3632, 1.6430], [-5.4279, -0.7866, -1.1884], [-5.1541, -1.3990, 0.0902], [-3.8737, -1.2104, 0.6842], [-3.7857, -1.7466, 2.2090], [-3.8615, -3.1674, 2.4224], [-2.6191, -3.8184, 2.1255], [-2.8112, -5.4041, 2.4691], [-3.5006, -6.0999, 1.4619], [-3.2125, -7.4883, 1.4254], [-5.3637, 0.2919, -1.0449], [-6.3569, -1.1657, -1.6144], [-4.7572, -1.0557, -2.0044], [-3.5708, -0.1636, 0.6615], [-3.0769, -1.6128, 0.0587], [-4.6216, -1.1888, 2.6312], [-2.8179, -1.3009, 2.4389], [-1.8949, -3.5646, 2.8996], [-2.3498, -3.5270, 1.1103], [-3.3603, -5.2747, 3.4017], [-1.8390, -5.8641, 2.6458], [-3.4282, -7.7520, 0.3900], [-3.8340, -8.0870, 2.0913], [-2.1475, -7.6807, 1.5545], [-1.9021, -5.6129, -1.3289], [-2.2710, -4.3373, -1.7836], [-1.4180, -3.5742, -2.3985], [-0.2138, -3.8833, -2.6453], [-1.9936, -2.3707, -2.7055], [-1.3049, -1.3412, -3.3755], [-2.6928, -6.1454, -0.8005], [-1.0489, -5.5295, -0.6556], [-1.4760, -6.1632, -2.1677], [-0.2922, -1.3521, -2.9726], [-1.7846, -0.3776, -3.2040], [-1.3371, -1.5698, -4.4408]]
}



no.,DFT total energy (a.u.)
1,-552.3075
2,-3271.3037
3,-309.4244
4,-2802.2686
5,-288.3512
6,-687.4849
7,-1488.3375
8,-4201.6478